# 1
Entry from the Open Molecules 2025 dataset: a cluster of 5 separate species, C27H57ClIN2O9P2 in total (ωB97M-V/def2-TZVPD).

Element x y z (Å)
C (6.7459, 0.3719, 3.0564)
C (5.6210, -0.7393, 2.6266)
C (4.0665, -0.3245, 3.0824)
Cl (3.9800, 1.2040, 4.1244)
N (3.1408, -0.3526, 1.8899)
C (1.8020, -0.8559, 2.3817)
C (0.6597, -0.9990, 1.2020)
N (0.5873, 0.1771, 0.2539)
P (-0.0556, -0.4902, -1.3093)
O (-1.3882, -1.5453, -0.9098)
I (-0.8182, 1.4137, -2.7353)
C (1.9559, 0.7318, -0.0735)
C (2.8973, 1.0069, 1.2820)
P (4.4527, 1.9362, 0.6872)
C (4.0112, 3.8255, 0.8566)
C (3.4343, 4.2190, 2.3462)
C (4.8267, 1.6712, -1.1653)
C (5.8468, 0.3804, -1.4614)
H (7.8084, -0.1205, 2.8233)
H (6.7621, 0.6103, 4.2097)
H (6.7218, 1.3622, 2.4024)
H (5.9178, -1.7479, 3.1919)
H (5.5959, -1.0108, 1.4875)
H (3.7228, -1.2248, 3.7875)
H (1.4306, -0.0975, 3.2224)
H (1.8523, -1.9217, 2.9116)
H (-0.3787, -1.0997, 1.7646)
H (0.8137, -2.0305, 0.6287)
H (-0.1206, 0.9173, 0.5372)
H (-1.9227, -1.0694, -0.2076)
H (1.8173, 1.7852, -0.5830)
H (2.5169, 0.0452, -0.8478)
H (2.2279, 1.7288, 1.9562)
H (3.1998, 4.1562, 0.0795)
H (5.0420, 4.4126, 0.7413)
H (4.1637, 3.9105, 3.2328)
H (3.3595, 5.4067, 2.3650)
H (2.3177, 3.8448, 2.5378)
H (5.4518, 2.6246, -1.5190)
H (3.8925, 1.6267, -1.8683)
H (5.5215, -0.0664, -2.4928)
H (5.8700, -0.3956, -0.5860)
H (6.9447, 0.8098, -1.6028)
O (-3.2066, -0.8263, 1.4391)
C (-4.0657, -1.7083, 1.4149)
O (-3.8430, -2.8579, 0.7412)
C (-4.6916, -4.0183, 0.8075)
C (-5.8313, -3.9117, -0.1864)
C (-5.4056, -1.4851, 2.0511)
H (-5.0378, -4.1965, 1.8300)
H (-4.0639, -4.8757, 0.5415)
H (-6.4804, -3.0601, 0.0356)
H (-6.4383, -4.8216, -0.1753)
H (-5.4433, -3.7581, -1.1989)
H (-6.0520, -0.9515, 1.3506)
H (-5.2659, -0.8757, 2.9494)
H (-5.8923, -2.4015, 2.3789)
O (-5.0886, -6.4874, 1.7088)
C (-4.3534, -7.1751, 2.4182)
O (-4.8459, -8.2539, 3.0652)
C (-4.0414, -9.2257, 3.7577)
C (-3.7546, -8.7770, 5.1771)
C (-2.9266, -6.7751, 2.6507)
H (-3.1316, -9.4578, 3.1959)
H (-4.6293, -10.1495, 3.7864)
H (-3.1761, -7.8493, 5.1966)
H (-3.1948, -9.5454, 5.7181)
H (-4.6892, -8.5783, 5.7121)
H (-2.8855, -6.0434, 3.4607)
H (-2.5399, -6.3203, 1.7334)
H (-2.2687, -7.6123, 2.8748)
O (5.5448, 4.3072, -2.8637)
C (4.9403, 5.3165, -3.2275)
O (5.2732, 6.5269, -2.7284)
C (4.7661, 7.7796, -3.2232)
C (3.4387, 8.1192, -2.5744)
C (3.7670, 5.2094, -4.1559)
H (4.7148, 7.7808, -4.3162)
H (5.5037, 8.5415, -2.9490)
H (2.6723, 7.3770, -2.8139)
H (3.0869, 9.0999, -2.9079)
H (3.5376, 8.1314, -1.4839)
H (2.8695, 4.9815, -3.5765)
H (3.9570, 4.3955, -4.8625)
H (3.6024, 6.1011, -4.7574)
O (-6.7116, 4.2598, -4.5531)
C (-6.1851, 3.1534, -4.6774)
O (-6.6303, 2.1021, -3.9552)
C (-6.2180, 0.7389, -4.1619)
C (-4.9399, 0.4400, -3.4033)
C (-4.9847, 2.9751, -5.5590)
H (-6.1404, 0.5071, -5.2284)
H (-7.0233, 0.1094, -3.7682)
H (-4.1084, 1.0553, -3.7578)
H (-4.6635, -0.6125, -3.5142)
H (-5.0660, 0.6619, -2.3383)
H (-4.0856, 3.2485, -5.0021)
H (-5.0885, 3.6370, -6.4245)
H (-4.8807, 1.9681, -5.9580)

Output
**Total energy**: -89521.257 eV
**Kohn-Sham gap**: 6.98 eV
**Charge**: +1
**HOMO**: -10.47 eV

---

# 2
Entry from the Open Molecules 2025 dataset: a structure of composition C27H57LiN3O3 (ωB97M-V/def2-TZVPD).

Element x y z (Å)
Li (0.2168, -0.1610, 1.5162)
C (1.9918, 2.6430, 3.5382)
C (1.4388, 2.3570, 2.2952)
C (1.4508, 3.5120, 1.3062)
C (2.7188, 3.5530, 0.5052)
C (2.9408, 2.1940, -0.2268)
C (2.9858, 1.1380, 0.8012)
N (1.8738, 1.1100, 1.6742)
O (2.0278, 0.0890, 2.5632)
C (4.3018, 1.1800, 1.5772)
C (2.8838, -0.1910, -0.0638)
C (-0.0382, 2.1760, 2.6432)
H (2.9338, 3.0670, 3.4022)
H (1.9728, 1.7850, 4.2522)
H (1.4368, 3.5100, 3.9622)
H (1.2458, 4.4320, 1.8492)
H (0.6238, 3.3480, 0.6262)
H (3.4988, 3.7240, 1.2472)
H (2.6548, 4.4610, -0.1318)
H (3.7838, 2.2710, -0.8638)
H (2.0788, 2.1570, -0.8178)
H (2.8668, 0.1670, 2.9592)
H (4.7128, 0.2180, 1.7342)
H (4.3488, 1.7570, 2.4762)
H (5.1148, 1.4030, 0.9162)
H (3.4538, -1.0380, 0.4122)
H (3.3638, -0.0990, -1.0248)
H (1.8318, -0.6330, -0.2268)
H (-0.5222, 3.1160, 3.0662)
H (-0.1942, 1.3380, 3.3412)
H (-0.7282, 1.9590, 1.7562)
C (-3.3492, -2.6650, 1.1382)
C (-2.8132, -1.4190, 1.6412)
C (-3.6032, -0.7640, 2.6972)
C (-3.5642, -1.5230, 3.9932)
C (-2.1592, -1.4620, 4.4442)
C (-1.1972, -2.0100, 3.4452)
N (-1.4232, -1.4420, 2.0982)
O (-0.5902, -1.9020, 1.0152)
C (-1.2692, -3.5020, 3.2852)
C (0.1678, -1.6730, 3.9472)
C (-2.9582, -0.4230, 0.3872)
H (-2.5742, -3.1980, 0.6652)
H (-4.2532, -2.5330, 0.5022)
H (-3.6402, -3.3620, 1.8772)
H (-4.6332, -0.6890, 2.4302)
H (-3.5022, 0.2560, 2.7642)
H (-3.8392, -2.5820, 4.0222)
H (-4.3102, -1.0550, 4.5992)
H (-2.1042, -2.0360, 5.3832)
H (-1.8192, -0.4040, 4.5732)
H (-0.7992, -2.7620, 0.6192)
H (-2.2962, -3.8690, 3.2812)
H (-0.7232, -4.1380, 4.0422)
H (-0.7552, -3.8550, 2.3592)
H (0.9238, -2.0500, 3.2792)
H (0.3538, -2.1280, 5.0032)
H (0.2948, -0.6050, 4.0762)
H (-4.0102, -0.3640, 0.1502)
H (-2.6022, -0.7400, -0.5658)
H (-2.5022, 0.5670, 0.6432)
C (-1.0372, 0.4360, -6.1038)
C (-0.5422, -0.5960, -5.2238)
C (0.8608, -1.0090, -5.4038)
C (1.8828, -0.4490, -4.4598)
C (1.3518, 0.0050, -3.0668)
C (0.0358, 0.5260, -2.9448)
N (-0.8432, -0.3280, -3.8658)
O (-2.1822, -0.5970, -3.3118)
C (0.0608, 1.9640, -3.4098)
C (-0.3972, 0.4800, -1.5088)
C (-1.3212, -1.8750, -5.5518)
H (-1.1692, 0.0900, -7.1168)
H (-0.3722, 1.3190, -6.1018)
H (-2.0712, 0.7980, -5.7648)
H (1.3118, -0.7930, -6.3528)
H (0.9668, -2.1300, -5.4158)
H (2.2158, 0.4340, -4.8748)
H (2.7318, -1.1440, -4.2448)
H (2.0488, 0.7640, -2.6748)
H (1.6338, -0.7610, -2.3668)
H (-2.4472, -1.3860, -3.6038)
H (-0.9342, 2.3990, -3.4478)
H (0.5288, 1.9810, -4.3878)
H (0.7888, 2.5810, -2.9268)
H (-0.5192, -0.5580, -1.2838)
H (-1.4182, 0.9530, -1.6278)
H (0.1848, 1.0930, -0.9038)
H (-1.2712, -2.2790, -6.5478)
H (-2.3202, -1.5370, -5.5798)
H (-1.4752, -2.5910, -4.7888)

Output
**Total energy**: -39728.733 eV
**Kohn-Sham gap**: 7.86 eV
**Charge**: +1
**HOMO**: -9.89 eV
**Relative energy (zero: lowest compared OMol25 entry of this formula, charge and spin)**: 95.77 kJ/mol

---

# 3
Entry from the Open Molecules 2025 dataset: a cluster of 3 separate species, C27H57N3O3 in total (ωB97M-V/def2-TZVPD).

Element x y z (Å)
C (3.2520, 0.6375, 10.0375)
C (2.2294, 1.2928, 9.0912)
C (1.2473, 0.2319, 8.5869)
C (1.4335, 2.3297, 9.8990)
C (0.7130, 3.4132, 9.0961)
C (1.6212, 4.0237, 8.0464)
C (2.3761, 2.9928, 7.1884)
C (1.4463, 2.5011, 6.0717)
C (3.5424, 3.7575, 6.5301)
N (2.9299, 1.9000, 7.9684)
O (3.5976, 0.9559, 7.1516)
H (3.9837, 1.4170, 10.2682)
H (2.7370, 0.2749, 10.9212)
H (3.8108, -0.1173, 9.4849)
H (0.9537, -0.5774, 9.2654)
H (0.3023, 0.6241, 8.2009)
H (1.6437, -0.3406, 7.7403)
H (0.7032, 1.8068, 10.5200)
H (2.1090, 2.8100, 10.6183)
H (-0.1528, 2.9113, 8.6397)
H (0.2353, 4.1932, 9.6911)
H (2.2917, 4.7529, 8.5070)
H (1.0117, 4.6077, 7.3513)
H (1.0479, 3.3235, 5.4674)
H (0.5228, 2.1104, 6.5093)
H (1.9418, 1.7936, 5.4108)
H (4.1727, 3.0786, 5.9543)
H (4.1912, 4.2973, 7.2244)
H (3.1676, 4.5250, 5.8476)
H (4.5214, 1.1116, 7.3761)
C (-4.8701, -0.8481, 7.1463)
C (-3.3223, -0.9397, 7.0748)
C (-2.7260, -0.6080, 8.4638)
C (-2.9188, -2.3712, 6.7420)
C (-2.8397, -2.7000, 5.2328)
C (-1.9995, -1.6057, 4.5361)
C (-2.6408, -0.2187, 4.6811)
C (-1.5872, 0.7920, 4.1915)
C (-3.8588, -0.1623, 3.7691)
N (-2.8726, 0.0371, 6.0859)
O (-3.4084, 1.3263, 6.3008)
H (-5.3285, -0.5139, 6.2125)
H (-5.3619, -1.8155, 7.2945)
H (-5.2244, -0.1319, 7.8867)
H (-2.9070, -1.4563, 9.1169)
H (-1.6728, -0.3753, 8.3107)
H (-3.2101, 0.2928, 8.8458)
H (-1.9147, -2.6630, 7.0772)
H (-3.5650, -3.0792, 7.2624)
H (-2.2756, -3.6237, 5.1088)
H (-3.8563, -2.7685, 4.8453)
H (-1.9672, -1.8591, 3.4762)
H (-0.9941, -1.6554, 4.9567)
H (-1.8792, 1.8253, 4.3819)
H (-1.4295, 0.6953, 3.1138)
H (-0.6255, 0.6304, 4.6822)
H (-3.4883, -0.2587, 2.7485)
H (-4.3081, 0.8404, 3.7673)
H (-4.6778, -0.8011, 4.0898)
H (-2.8404, 1.6757, 6.9970)
C (4.0695, 0.6127, -0.5034)
C (4.5944, 1.1167, 0.8525)
C (5.9338, 1.8093, 0.7914)
C (3.5933, 2.1748, 1.3894)
C (2.4143, 1.7702, 2.2815)
C (2.1865, 0.2428, 2.2841)
C (3.4776, -0.5505, 2.5305)
C (3.6972, -0.5950, 4.0370)
C (3.1976, -1.9662, 1.9709)
N (4.6392, 0.0438, 1.8602)
O (5.5742, -0.9715, 1.4684)
H (4.3341, 1.2988, -1.3106)
H (4.5536, -0.3321, -0.7676)
H (2.9955, 0.4671, -0.4501)
H (6.2887, 2.2931, 1.6983)
H (6.6769, 1.1112, 0.3815)
H (5.9652, 2.6134, 0.0460)
H (4.0959, 3.0862, 1.7293)
H (3.1306, 2.6301, 0.4989)
H (2.5536, 2.2064, 3.2754)
H (1.5084, 2.2525, 1.9084)
H (1.7603, 0.0627, 1.2968)
H (1.4506, 0.1992, 3.0879)
H (4.6281, -1.1068, 4.2934)
H (2.8779, -1.1756, 4.4684)
H (3.7337, 0.3935, 4.4963)
H (3.1564, -1.8557, 0.8854)
H (2.2844, -2.3931, 2.3811)
H (4.0111, -2.6671, 2.1560)
H (6.3635, -0.6443, 1.9131)

Output
**SMILES**: CC1(C)CCCC(C)(C)N1O.CC1(C)CCCC(C)(C)N1O.CC1(C)CCCC(C)(C)N1O
**Total energy**: -39531.844 eV
**Kohn-Sham gap**: 8.61 eV
**HOMO**: -7.98 eV
**Relative energy (zero: lowest compared OMol25 entry of this formula, charge and spin)**: 100.24 kJ/mol

---

# 4
Entry from the Open Molecules 2025 dataset: a cluster of 8 separate species, C27H57NO8SSi in total (ωB97M-V/def2-TZVPD).

Element x y z (Å)
C (5.4158, -2.0615, -0.2484)
C (4.1536, -1.8511, -1.0859)
S (3.3823, -3.4507, -1.4141)
C (1.6562, -3.1216, -1.9089)
Si (0.5459, -2.4670, -0.5307)
N (0.3902, -0.7052, -0.4296)
C (0.9632, -0.1109, 0.8019)
C (0.7371, -0.0289, -1.6213)
C (2.0229, 0.7635, -1.7669)
O (-0.0242, -0.0643, -2.5664)
H (5.1264, -2.3987, 0.7463)
H (6.0370, -2.8201, -0.7268)
H (5.9701, -1.1295, -0.1523)
H (4.3563, -1.2854, -1.9965)
H (3.4532, -1.2476, -0.5015)
H (1.5997, -2.5509, -2.8384)
H (1.2859, -4.1227, -2.1487)
H (0.9878, -3.0660, 0.7399)
H (-0.8125, -2.9924, -0.8088)
H (0.5319, -0.6231, 1.6607)
H (0.6672, 0.9337, 0.8855)
H (2.0480, -0.2118, 0.9018)
H (1.7654, 1.7362, -2.1850)
H (2.5807, 0.9248, -0.8478)
H (2.6635, 0.2655, -2.4930)
C (-1.2158, -0.2937, 5.7179)
C (-0.4928, 0.5635, 4.7115)
C (-1.0122, 1.9610, 4.4792)
O (0.4746, 0.1448, 4.1123)
H (-0.7269, -1.2644, 5.7804)
H (-1.1910, 0.1824, 6.6998)
H (-2.2520, -0.4259, 5.4116)
H (-0.9750, 2.5312, 5.4093)
H (-2.0350, 1.9341, 4.1156)
H (-0.3788, 2.4485, 3.7395)
C (-5.6707, 0.4051, 6.3113)
C (-5.0712, 1.3694, 5.3171)
C (-5.9001, 2.5722, 4.9588)
O (-3.9740, 1.1745, 4.8371)
H (-4.9795, -0.4171, 6.4866)
H (-5.8639, 0.9163, 7.2554)
H (-6.6085, 0.0062, 5.9224)
H (-6.0993, 3.1643, 5.8470)
H (-6.8418, 2.2572, 4.5197)
H (-5.3551, 3.1806, 4.2385)
C (5.2548, -4.5343, -4.0871)
C (6.1437, -4.9164, -5.2440)
C (6.2181, -6.3856, -5.5877)
O (6.7686, -4.0904, -5.8691)
H (5.2870, -3.4571, -3.9426)
H (4.2256, -4.8325, -4.2889)
H (5.5958, -5.0239, -3.1745)
H (5.2270, -6.7584, -5.8504)
H (6.5972, -6.9502, -4.7345)
H (6.8875, -6.5265, -6.4337)
C (-0.3923, 2.4428, -4.3408)
C (0.1392, 3.4584, -5.3184)
C (-0.7893, 4.5805, -5.7181)
O (1.2628, 3.3811, -5.7659)
H (0.3645, 1.6934, -4.1408)
H (-0.6644, 2.9329, -3.4038)
H (-1.2719, 1.9480, -4.7546)
H (-1.0784, 5.1574, -4.8380)
H (-1.6847, 4.1723, -6.1889)
H (-0.2861, 5.2380, -6.4239)
C (-10.1963, 2.9557, 7.4867)
C (-9.4481, 3.8020, 6.4871)
C (-9.9519, 5.2061, 6.2667)
O (-8.4862, 3.3734, 5.8887)
H (-9.7333, 1.9733, 7.5497)
H (-10.1683, 3.4265, 8.4705)
H (-11.2353, 2.8401, 7.1749)
H (-9.9140, 5.7679, 7.2012)
H (-10.9811, 5.1812, 5.9057)
H (-9.3283, 5.7036, 5.5275)
C (4.7120, 6.1558, -4.3554)
C (3.3962, 6.8924, -4.4346)
C (2.4534, 6.4754, -5.5338)
O (3.1157, 7.7706, -3.6510)
H (5.2966, 6.5467, -3.5254)
H (4.5343, 5.0908, -4.1981)
H (5.2726, 6.2912, -5.2815)
H (2.1839, 5.4246, -5.4173)
H (2.9226, 6.6234, -6.5078)
H (1.5497, 7.0805, -5.4799)
C (1.0407, -8.4698, -1.0724)
C (2.1361, -7.4333, -0.9960)
C (2.6025, -7.0294, 0.3814)
O (2.6179, -6.9464, -1.9921)
H (0.8006, -8.6671, -2.1148)
H (1.3697, -9.3970, -0.6008)
H (0.1464, -8.1069, -0.5633)
H (2.9957, -7.8979, 0.9126)
H (1.7713, -6.6080, 0.9495)
H (3.3856, -6.2795, 0.2921)

Output
**SMILES**: CCSC[SiH2]N(C)C(C)=O.CC(C)=O.CC(C)=O.CC(C)=O.CC(C)=O.CC(C)=O.CC(C)=O.CC(C)=O
**Total energy**: -65506.442 eV
**Kohn-Sham gap**: 8.69 eV
**HOMO**: -8.22 eV

---

# 5
Entry from the Open Molecules 2025 dataset: a structure of composition C27H58AlBrCl4LiN2O15P2S (ωB97M-V/def2-TZVPD).

Element x y z (Å)
C (5.3338, -0.7324, -0.3172)
C (4.5619, 0.3259, -0.0648)
C (3.0355, 0.3454, -0.2054)
C (2.6051, -0.9866, -0.8129)
C (1.0886, -1.3133, -0.8617)
C (0.6261, -1.7329, -2.2687)
C (-0.8972, -1.7247, -2.4194)
C (-1.4507, -0.2923, -2.4304)
C (-2.9033, -0.1277, -1.9762)
C (-3.2561, 1.3570, -1.8356)
O (-4.2477, 1.5414, -0.8573)
C (-3.9049, 2.4055, 0.1958)
N (2.4491, 0.6308, 1.1494)
C (2.2155, -0.4061, 2.1805)
C (3.4814, -1.1900, 2.5822)
C (3.3703, -2.6987, 2.4023)
Cl (2.1017, -3.3509, 3.4686)
C (2.1319, 1.8659, 1.2827)
P (1.4957, 2.6307, 2.8337)
O (0.1619, 2.1691, 3.2718)
C (2.2763, 2.7002, 0.0457)
S (0.5766, 3.4412, -0.1649)
C (3.1731, 3.9531, 0.2370)
Br (3.0353, 5.1720, -1.2735)
C (4.6401, 3.7210, 0.5925)
C (5.3635, 5.0268, 0.9615)
C (2.6004, 1.6047, -1.0628)
O (1.3519, 1.3814, -1.6763)
C (3.6073, 1.9227, -2.1803)
C (2.9629, 2.4485, -3.4728)
H (6.3608, -0.7125, 0.0368)
H (5.0080, -1.6049, -0.8817)
H (5.0518, 1.2609, 0.1795)
H (2.9824, -0.9581, -1.8405)
H (3.1052, -1.8079, -0.3003)
H (0.8709, -2.1541, -0.1943)
H (0.4941, -0.4802, -0.4738)
H (1.0645, -1.0724, -3.0404)
H (1.0318, -2.7342, -2.4412)
H (-1.1620, -2.2092, -3.3651)
H (-1.3495, -2.3343, -1.6292)
H (-0.8351, 0.3561, -1.7979)
H (-1.3533, 0.0895, -3.4593)
H (-3.5490, -0.5894, -2.7289)
H (-3.0656, -0.6347, -1.0210)
H (-3.6223, 1.7625, -2.7896)
H (-2.3398, 1.9122, -1.5708)
H (-3.4669, 3.3440, -0.1804)
H (-4.8217, 2.6355, 0.7373)
H (-3.2099, 1.9202, 0.8973)
H (1.4309, -1.0847, 1.8260)
H (1.7096, 0.0266, 3.0601)
H (3.6359, -1.0300, 3.6563)
H (4.3743, -0.8166, 2.0808)
H (4.3131, -3.1692, 2.6796)
H (3.1224, -2.9958, 1.3853)
H (1.6172, 4.0031, 2.6122)
H (2.5214, 2.3152, 3.7614)
H (-0.1410, 2.4751, 0.4392)
H (2.7520, 4.5148, 1.0712)
H (4.6683, 3.0719, 1.4784)
H (5.1861, 3.2395, -0.2151)
H (5.8351, 5.4837, 0.0904)
H (4.6833, 5.7565, 1.4094)
H (6.1560, 4.8265, 1.6855)
H (1.3791, 0.5521, -2.1758)
H (4.3790, 2.6263, -1.8705)
H (4.1472, 1.0049, -2.4389)
H (2.2045, 3.2116, -3.2841)
H (2.5260, 1.6244, -4.0524)
H (3.7524, 2.9138, -4.0666)
O (0.0374, -0.8823, 4.2014)
H (-0.6593, -0.2924, 3.8834)
O (4.0469, 4.5659, -6.1686)
H (4.0911, 5.5300, -6.1139)
H (3.5105, 4.3836, -6.9396)
Cl (6.7482, -0.3464, -2.9271)
C (7.3721, 0.2909, -4.4673)
C (6.2966, 1.0904, -5.1544)
Cl (4.9221, 0.0434, -5.6141)
H (7.7072, -0.5541, -5.0633)
H (8.2227, 0.9390, -4.2628)
H (6.6858, 1.5680, -6.0519)
H (5.9038, 1.8547, -4.4878)
Li (0.9673, 0.4567, 4.9282)
O (-5.3082, -0.1006, 1.6417)
P (-6.4647, -0.8093, 0.9439)
O (-7.2727, -1.5864, 1.9708)
O (-5.8376, -1.6842, -0.1361)
O (-7.4139, 0.1458, 0.2282)
C (-9.5188, -3.2307, 3.0720)
C (-9.9834, -4.6468, 3.2932)
O (-9.3741, -5.6342, 2.9456)
N (-11.1706, -4.7948, 3.9908)
C (-12.0075, -3.7343, 4.4990)
H (-8.5660, -3.2110, 2.5515)
H (-10.2429, -2.6737, 2.4759)
H (-9.3881, -2.7145, 4.0276)
H (-11.4379, -5.7533, 4.1531)
H (-12.0563, -3.8395, 5.5896)
H (-13.0306, -3.7908, 4.1245)
H (-11.5890, -2.7696, 4.2361)
Al (2.0159, 2.6709, -6.9477)
O (4.7837, -5.1751, -1.9903)
Cl (3.6865, -4.3128, -1.6724)
O (2.4322, -4.8973, -2.0572)
O (3.8406, -3.0384, -2.3591)
O (3.6774, -4.0260, -0.2448)
O (-10.2603, -3.3762, 7.1515)
H (-10.9632, -3.4409, 7.8280)
H (-9.7847, -4.2248, 7.0163)
H (-9.6517, -2.6251, 7.3140)

Output
**Total energy**: -218955.167 eV
**Kohn-Sham gap**: 3.55 eV
**Charge**: +1
**HOMO**: -8.86 eV